Entry from the Open Molecules 2025 dataset: 2 unconnected molecules or ions with the total composition C8H14N2 (ωB97M-V/def2-TZVPD).

- Molecular weight: 138.21 g/mol
- SMILES string: CCCC#N.CCCC#N
- Orbital gap: 12.37 eV
- Energy above the lowest of the compared OMol25 structures with the same formula, charge and spin: 0.560 eV

Each line ends with the natural charge from an NBO analysis.
CARTESIAN COORDINATES (ANGSTROEM)
N1 -0.29 1.01 -1.78  -0.359
N2 -1.12 -1.37 1.94  -0.356
C1 -0.61 -0.35 2.02  0.298
C2 -0.04 -0.10 -1.68  0.299
C3 -0.98 2.11 2.01  -0.381
C4 1.47 -1.80 -3.71  -0.615
C5 0.32 -1.51 -1.46  -0.510
C6 0.05 0.97 2.10  -0.510
C7 1.63 -1.85 -2.20  -0.380
C8 -1.88 2.24 3.22  -0.613
H1 -0.50 -2.13 -1.85  0.247
H2 0.58 0.98 3.05  0.242
H3 0.65 -2.46 -4.02  0.203
H4 0.70 1.03 1.23  0.257
H5 -2.58 1.40 3.31  0.215
H6 2.41 -1.17 -1.85  0.207
H7 -0.44 3.04 1.85  0.209
H8 1.21 -0.80 -4.05  0.216
H9 -2.46 3.15 3.14  0.219
H10 0.42 -1.61 -0.38  0.262
H11 -1.56 1.96 1.09  0.221
H12 2.37 -2.12 -4.24  0.218
H13 -1.30 2.24 4.14  0.201
H14 1.94 -2.85 -1.89  0.210